[1]
This record from the OMol25 dataset describes C19H44O35S8 as an isolated structure. The level of theory is the ωB97M-V functional and the def2-TZVPD basis.

HOMO = -10.65 eV
energy above the lowest of the compared OMol25 structures with the same formula, charge and spin = 1.9 kJ/mol
Kohn-Sham gap = 10.68 eV

```
! RIJCOSX wB97M-V def2-TZVPD def2/J DEFGRID3
* xyz 0 1
C 7.301 1.967 0.160
O 7.493 1.264 1.393
H 7.840 1.527 -0.692
H 6.248 2.030 -0.093
H 7.685 3.010 0.127
H 8.453 1.268 1.552
C -1.918 -5.271 2.318
O -2.285 -4.091 1.513
H -2.120 -5.109 3.388
H -2.451 -6.154 1.949
H -0.836 -5.511 2.218
H -2.442 -4.478 0.654
C 0.754 4.303 1.046
O 1.778 3.332 1.059
H 0.698 4.826 0.036
H -0.306 3.980 1.154
H 0.899 5.099 1.840
H 1.853 2.967 2.002
C -3.231 -1.537 3.868
C -2.547 -1.114 2.547
O -1.391 -0.261 2.919
S -1.265 -0.263 4.493
O -0.999 1.110 4.986
O -0.351 -1.307 4.802
O -2.716 -0.728 4.878
H -3.096 -2.609 4.083
H -4.315 -1.379 3.713
H -3.190 -0.449 1.966
H -2.198 -1.868 1.949
C 1.233 -5.407 -0.848
C 1.391 -4.640 -2.138
O 0.194 -4.875 -2.853
S -0.784 -5.914 -2.150
O -1.187 -6.864 -3.095
O -1.722 -5.221 -1.280
O 0.252 -6.485 -1.164
H 0.742 -4.977 -0.014
H 2.140 -5.992 -0.540
H 2.232 -5.079 -2.727
H 1.581 -3.605 -2.033
C -2.421 3.465 3.162
C -3.695 2.657 2.922
O -4.596 3.641 2.296
S -3.920 5.007 2.077
O -4.807 6.055 2.433
O -3.317 4.979 0.756
O -2.739 4.858 3.174
H -1.645 3.314 2.382
H -1.975 3.312 4.182
H -4.278 2.266 3.749
H -3.376 1.775 2.234
C -2.056 4.330 -1.898
C -2.291 5.777 -2.287
O -0.953 6.188 -2.535
S -0.170 4.969 -3.226
O 1.016 4.818 -2.401
O -0.084 5.137 -4.660
O -1.180 3.834 -2.901
H -2.961 3.735 -1.756
H -1.556 4.285 -0.945
H -2.647 6.334 -1.462
H -2.997 6.002 -3.126
C 6.156 -2.941 0.873
C 5.438 -1.599 0.729
O 4.052 -1.881 0.794
S 3.762 -3.509 0.992
O 3.612 -4.118 -0.299
O 2.732 -3.652 1.977
O 5.159 -3.837 1.529
H 6.967 -3.009 1.559
H 6.362 -3.425 -0.075
H 5.536 -1.045 -0.204
H 5.622 -0.905 1.550
C 2.840 2.114 -3.100
C 1.678 1.692 -3.982
O 1.923 0.302 -4.416
S 2.852 -0.384 -3.308
O 4.080 -0.599 -4.010
O 2.086 -1.400 -2.665
O 2.989 0.823 -2.286
H 2.604 2.853 -2.377
H 3.745 2.238 -3.667
H 1.573 2.370 -4.860
H 0.757 1.679 -3.387
C -5.015 -1.609 -2.434
C -4.021 -2.085 -1.351
O -4.144 -1.200 -0.200
S -5.169 -0.098 -0.519
O -4.415 0.987 -1.113
O -6.022 0.117 0.586
O -5.917 -0.821 -1.663
H -5.644 -2.489 -2.678
H -4.678 -0.919 -3.221
H -2.942 -2.121 -1.663
H -4.282 -3.106 -1.140
C 0.776 -1.026 0.298
C 1.221 0.460 0.218
O 0.423 0.954 -0.873
S -0.999 0.324 -0.795
O -1.578 0.201 -2.085
O -1.674 0.916 0.300
O -0.515 -1.139 -0.332
H 0.703 -1.384 1.332
H 1.381 -1.733 -0.296
H 2.276 0.630 0.021
H 0.940 1.137 1.082
*
```

---

[2]
This record from the OMol25 dataset describes C46H54FeN2O3S3 as an isolated structure. The level of theory is the ωB97M-V functional and the def2-TZVPD basis.

HOMO (spin up / spin down) = -7.35 / -7.75 eV
Kohn-Sham gap (spin up / spin down) = 6.08 / 5.76 eV

```
! RIJCOSX wB97M-V def2-TZVPD def2/J DEFGRID3
* xyz 0 5
Fe -0.367 -0.964 0.367
C -0.247 5.935 1.360
C -1.421 5.564 0.438
C -2.656 6.342 0.895
C -1.082 5.993 -1.000
C -1.643 4.054 0.475
C -0.605 3.222 0.191
C -0.816 1.830 0.192
N 0.089 0.879 -0.076
C 1.406 1.079 -0.419
C 1.926 2.157 -1.148
C 3.276 2.240 -1.359
C 4.082 1.238 -0.789
C 3.606 0.112 -0.129
C 2.199 -0.002 -0.002
O 1.535 -1.061 0.508
C 4.596 -0.894 0.464
C 4.291 -2.318 -0.016
C 4.506 -0.809 1.994
C 6.034 -0.573 0.059
C 3.838 3.395 -2.199
C 3.240 3.335 -3.614
C 5.362 3.328 -2.327
C 3.462 4.733 -1.546
C -2.048 1.248 0.630
O -2.031 -0.054 0.793
C -3.144 2.106 0.901
C -2.894 3.465 0.785
C -4.574 1.703 1.337
C -5.569 2.226 0.288
C -4.890 2.339 2.702
C -4.817 0.200 1.478
H -0.107 7.019 1.367
H 0.691 5.480 1.028
H -0.439 5.606 2.386
H -2.421 7.408 0.911
H -2.964 6.054 1.905
H -3.504 6.201 0.217
H -0.936 7.078 -1.049
H -1.887 5.721 -1.688
H -0.161 5.513 -1.348
H 0.377 3.626 -0.006
H 1.259 2.885 -1.592
H 5.154 1.344 -0.874
H 3.335 -2.672 0.354
H 5.071 -3.002 0.337
H 4.270 -2.359 -1.109
H 3.479 -0.928 2.329
H 4.873 0.162 2.343
H 5.111 -1.597 2.456
H 6.163 -0.604 -1.029
H 6.696 -1.325 0.496
H 6.361 0.407 0.423
H 3.459 2.372 -4.085
H 3.665 4.129 -4.240
H 2.154 3.465 -3.599
H 5.689 2.394 -2.795
H 5.854 3.422 -1.353
H 5.708 4.155 -2.955
H 2.376 4.883 -1.534
H 3.907 5.566 -2.101
H 3.824 4.776 -0.515
H -3.727 4.131 0.974
H -5.594 3.319 0.254
H -6.578 1.875 0.526
H -5.306 1.861 -0.709
H -4.696 3.413 2.719
H -4.286 1.876 3.488
H -5.946 2.183 2.946
H -4.727 -0.301 0.518
H -5.838 0.050 1.843
H -4.127 -0.266 2.181
C -4.798 -4.059 -1.720
C -4.691 -3.163 -0.669
C -3.571 -2.353 -0.591
N -2.581 -2.368 -1.494
C -2.700 -3.248 -2.493
C -3.776 -4.107 -2.647
H -5.658 -4.714 -1.806
H -5.455 -3.102 0.098
H -3.452 -1.663 0.229
H -1.890 -3.264 -3.214
H -3.804 -4.794 -3.485
O -0.648 -2.671 0.929
C -0.184 -3.972 0.670
C -1.387 -4.914 0.503
C -2.470 -4.967 1.324
C -3.352 -6.045 1.022
C -2.912 -6.793 -0.027
S -1.438 -6.192 -0.651
C 0.691 -4.051 -0.590
C 1.635 -4.973 -0.915
C 2.169 -4.793 -2.231
C 1.621 -3.730 -2.876
S 0.439 -2.973 -1.906
C 0.575 -4.475 1.910
C 0.720 -5.750 2.371
C 1.542 -5.830 3.538
C 1.982 -4.608 3.945
S 1.412 -3.370 2.917
H -2.621 -4.252 2.127
H -4.265 -6.252 1.568
H -3.371 -7.664 -0.475
H 1.960 -5.752 -0.235
H 2.931 -5.430 -2.665
H 1.842 -3.350 -3.865
H 0.252 -6.608 1.899
H 1.772 -6.754 4.055
H 2.603 -4.363 4.798
*
```

---

[3]
This record from the OMol25 dataset describes C23H22F6FeN3O4 as an isolated structure. The level of theory is the ωB97M-V functional and the def2-TZVPD basis.

HOMO (spin up / spin down) = -9.62 / -11.09 eV
Kohn-Sham gap (spin up / spin down) = 7.04 / 3.77 eV

```
! RIJCOSX wB97M-V def2-TZVPD def2/J DEFGRID3
* xyz 1 5
O 2.544 -1.626 -3.766
C 2.457 -0.583 -4.282
Fe 2.320 1.056 -4.836
C 3.354 1.650 -3.501
O 3.934 1.842 -2.509
C 3.474 0.991 -6.140
O 4.531 0.956 -6.628
C -0.893 0.754 -2.679
C -0.608 -0.201 -3.801
C 0.296 0.349 -4.940
C 0.403 1.778 -5.065
C 0.356 2.517 -3.845
C -0.392 2.040 -2.742
H -1.243 0.374 -1.723
H -0.167 -1.136 -3.395
H -1.585 -0.522 -4.242
H 0.245 -0.249 -5.867
H 0.439 2.288 -6.046
H 0.876 3.483 -3.806
H -0.584 2.725 -1.897
O -0.203 0.323 1.088
C -1.042 0.148 1.972
N -2.401 0.021 1.741
C -2.946 0.260 0.396
C -2.670 -0.933 -0.511
C -3.388 -2.254 -0.188
C -3.514 -2.930 -1.565
C -3.557 -1.789 -2.590
N -2.909 -0.669 -1.918
N -0.755 -0.005 3.330
C 0.494 0.117 3.938
C 0.705 -0.549 5.165
C 1.939 -0.471 5.797
C 2.196 -1.264 7.056
F 2.889 -0.530 7.981
F 1.041 -1.684 7.650
F 2.947 -2.384 6.787
C 2.970 0.304 5.268
C 2.743 0.999 4.080
C 3.862 1.869 3.558
F 3.544 2.485 2.383
F 4.186 2.853 4.461
F 5.000 1.133 3.341
C 1.534 0.891 3.397
H -2.993 0.258 2.533
H -4.031 0.402 0.509
H -2.488 1.168 -0.033
H -1.589 -1.133 -0.447
H -2.789 -2.843 0.519
H -4.375 -2.036 0.247
H -2.612 -3.531 -1.750
H -4.390 -3.581 -1.654
H -3.007 -2.026 -3.510
H -4.593 -1.540 -2.876
H -3.282 0.248 -2.141
H -1.500 -0.430 3.870
H -0.094 -1.145 5.601
H 3.927 0.367 5.777
H 1.394 1.397 2.446
*
```

---

[4]
This record from the OMol25 dataset describes an isolated molecule of C8H15NO3. The level of theory is the ωB97M-V functional and the def2-TZVPD basis.

HOMO (spin up / spin down) = -8.49 / -8.49 eV
energy above the lowest of the compared OMol25 structures with the same formula, charge and spin = 636.6 kJ/mol
Kohn-Sham gap (spin up / spin down) = 8.80 / 8.80 eV

```
! RIJCOSX wB97M-V def2-TZVPD def2/J DEFGRID3
* xyz 0 1
C -1.339 1.236 0.084
C -1.652 -0.236 0.646
C 0.039 1.691 0.376
C -0.903 -1.321 -0.233
C 1.065 0.886 -0.350
C 0.602 -1.445 0.019
C 1.154 1.013 -1.876
C 0.856 -1.610 1.477
N 2.214 0.522 0.308
O 2.348 0.671 1.501
O 3.247 -0.016 -0.426
O 1.402 -1.781 -0.893
H -1.609 1.305 -0.926
H -1.978 1.927 0.755
H -1.238 -0.307 1.637
H -2.713 -0.323 0.668
H 0.164 2.847 0.243
H 0.158 1.559 1.437
H -1.490 -2.320 -0.418
H -0.944 -0.992 -1.317
H 2.217 1.455 -2.298
H 0.361 1.659 -2.308
H 1.101 0.010 -2.231
H 0.412 -2.523 1.781
H 0.662 -0.772 2.047
H 1.971 -1.914 1.473
H 2.707 -0.704 -0.853
*
```

---

[5]
This record from the OMol25 dataset describes an isolated molecule of C23H23NO3. The level of theory is the ωB97M-V functional and the def2-TZVPD basis.

HOMO = -7.89 eV
energy above the lowest of the compared OMol25 structures with the same formula, charge and spin = 407.7 kJ/mol
Kohn-Sham gap = 8.57 eV

```
! RIJCOSX wB97M-V def2-TZVPD def2/J DEFGRID3
* xyz 0 1
O 1.175 2.316 2.273
O -1.523 2.190 1.303
O 3.285 -0.858 -1.831
C 0.884 1.673 1.284
C 1.962 1.356 0.401
C -0.486 1.475 0.780
C -0.600 0.757 -0.397
C 1.778 0.693 -0.789
C 6.378 -1.803 0.813
C 5.028 -1.839 1.253
C 6.679 -1.524 -0.506
C 3.996 -1.519 0.369
C 5.645 -1.239 -1.427
C -2.795 0.272 2.040
C -4.023 -0.387 2.059
C -5.056 1.412 0.846
C 4.299 -1.194 -0.954
C -2.711 1.475 1.327
C -5.176 0.165 1.475
C -3.832 2.025 0.696
N 0.486 0.252 -1.082
C 2.918 0.519 -1.783
C -6.467 -0.586 1.595
C -3.694 3.295 -0.054
C -0.921 -1.737 -2.123
C 0.363 -2.202 -1.525
C 0.294 -0.816 -2.073
H 2.931 1.807 0.603
H -1.600 0.670 -0.839
H 7.180 -1.945 1.513
H 4.832 -2.124 2.303
H 7.698 -1.565 -0.861
H 2.972 -1.501 0.650
H 5.835 -1.033 -2.481
H -1.969 -0.140 2.596
H -4.100 -1.350 2.556
H -5.945 1.876 0.392
H 3.790 1.133 -1.543
H 2.551 0.832 -2.754
H -7.141 -0.243 0.767
H -6.282 -1.644 1.415
H -6.947 -0.377 2.559
H -3.198 4.070 0.533
H -4.625 3.680 -0.396
H -3.097 3.122 -0.948
H -1.222 -2.203 -3.050
H -1.722 -1.458 -1.424
H 0.474 -2.213 -0.438
H 0.928 -2.932 -2.085
H 0.770 -0.633 -3.038
*
```

---

[6]
This record from the OMol25 dataset describes C10H23ClMgN3O2 as an isolated structure. The level of theory is the ωB97M-V functional and the def2-TZVPD basis.

HOMO = -10.46 eV
energy above the lowest of the compared OMol25 structures with the same formula, charge and spin = 54.1 kJ/mol
Kohn-Sham gap = 1.93 eV

```
! RIJCOSX wB97M-V def2-TZVPD def2/J DEFGRID3
* xyz 1 1
Mg 24.314 -20.863 11.778
Cl 26.300 -20.964 10.835
C 28.400 -24.621 10.015
O 28.837 -25.743 10.160
N 27.038 -24.366 10.059
N 29.189 -23.539 9.720
H 26.702 -23.434 10.229
H 26.444 -25.121 10.347
H 30.187 -23.638 9.745
H 28.830 -22.608 9.838
C 28.002 -16.207 12.172
C 29.495 -16.641 12.082
C 30.206 -15.919 13.226
C 31.536 -16.516 13.672
C 31.256 -17.961 14.125
C 30.660 -18.768 12.984
N 29.510 -18.067 12.418
O 28.904 -18.829 11.392
C 31.736 -19.042 11.907
C 30.190 -20.121 13.529
C 30.080 -16.295 10.709
H 27.544 -16.768 12.986
H 27.877 -15.145 12.372
H 27.541 -16.486 11.220
H 30.263 -14.841 13.040
H 29.574 -15.959 14.123
H 32.349 -16.543 12.944
H 31.892 -15.917 14.513
H 30.675 -17.942 15.048
H 32.236 -18.381 14.370
H 31.877 -18.170 11.258
H 31.400 -19.801 11.199
H 32.708 -19.283 12.332
H 30.950 -20.617 14.129
H 29.906 -20.817 12.736
H 29.279 -19.969 14.122
H 30.140 -17.170 10.070
H 29.441 -15.539 10.247
H 31.049 -15.806 10.817
H 28.063 -19.106 11.765
*
```

---

Calculated energy in order - -178751.195; -124594.304; -87550.257; -16166.695; -31854.277; -37267.958 eV